This record from OMol25 describes an isolated molecule of C3H9B3O6. The level of theory is ωB97M-V with the def2-TZVPD basis set.

Structure (XYZ):
```
21
Properties=species:S:1:pos:R:3:forces:R:3:nbo_charge:R:1
C 1.278 -3.161 -0.496 0.277 -0.994 0.603 -0.252
O 1.585 -2.051 -1.265 -0.454 3.072 -0.135 -0.687
B 1.017 -0.880 -0.772 0.738 0.756 -1.100 1.308
O 0.242 -0.918 0.375 -0.967 1.552 0.126 -0.943
B -0.547 0.222 0.700 0.203 0.612 -0.477 1.330
O -1.546 0.118 1.648 1.943 3.077 -2.331 -0.695
C -1.828 -1.111 2.128 -0.654 -1.979 1.506 -0.237
O -0.333 1.452 0.011 -0.626 -1.843 1.506 -0.919
B 0.518 1.529 -1.077 -0.135 -0.850 0.167 1.300
O 0.570 2.707 -1.755 1.121 -2.037 -0.051 -0.691
C 0.091 3.835 -1.112 -1.491 1.209 -0.309 -0.247
O 1.207 0.368 -1.421 -0.086 -0.702 -0.060 -0.897
H 1.039 -3.976 -1.166 -0.196 -0.302 0.081 0.182
H 0.487 -2.886 0.181 -0.501 -0.769 0.153 0.194
H 2.135 -3.417 0.118 0.248 -0.299 0.028 0.171
H -0.896 -1.606 2.446 -0.560 -0.257 0.078 0.177
H -2.335 -1.683 1.352 -0.027 -0.471 0.140 0.171
H -2.518 -0.967 2.979 0.371 -0.396 -0.274 0.186
H 0.904 4.469 -0.825 0.531 0.574 -0.087 0.176
H -0.486 3.635 -0.216 -0.081 -0.257 0.054 0.194
H -0.584 4.319 -1.835 0.347 0.303 0.382 0.180
```
Forces are in eV/Å.

Summary:
ΔE to the lowest compared entry with this formula, charge and spin in kcal per mole: 0.0
Structure (SMILES): COB1OB(OC)OB(OC)O1
Energy in Ha: -646.109867
Frontier orbital gap in eV: 11.4
HOMO in eV: -10.949